This record from the Open Molecules 2025 dataset describes one molecule with the formula C26H32N4O2. The level of theory is ωB97M-V/def2-TZVPD.

Element x y z (Å)
C 3.118 5.590 2.016
H 2.798 6.413 2.650
H 4.119 5.290 2.317
H 3.156 5.947 0.990
C 2.134 4.422 2.157
N 2.466 3.206 1.436
C 2.439 3.329 -0.013
H 2.857 2.408 -0.425
C 1.014 3.480 -0.542
N 0.218 2.350 -0.122
C -0.584 1.685 -0.964
O -0.796 2.039 -2.107
C -1.255 0.416 -0.396
C -0.697 -0.024 0.916
C -1.290 0.291 2.131
C -0.741 -0.171 3.317
C 0.405 -0.950 3.298
C 1.012 -1.254 2.092
C 0.467 -0.793 0.902
C 1.149 -1.109 -0.384
O 2.335 -1.402 -0.425
N 0.373 -1.033 -1.485
C 0.915 -1.379 -2.776
H 0.850 -0.523 -3.451
H 0.364 -2.219 -3.205
H 1.959 -1.658 -2.639
C -1.044 -0.690 -1.442
C -1.892 -1.908 -1.234
C -2.109 -2.617 -0.084
N -2.909 -3.695 -0.327
C -3.225 -3.711 -1.656
C -4.003 -4.603 -2.386
C -4.147 -4.368 -3.736
C -3.537 -3.271 -4.352
C -2.767 -2.383 -3.636
C -2.600 -2.597 -2.267
H -2.304 -1.538 -4.123
H -3.677 -3.123 -5.412
H -4.743 -5.042 -4.333
H -4.476 -5.450 -1.913
C -3.346 -4.655 0.646
H -4.437 -4.669 0.710
H -2.938 -4.391 1.620
H -3.001 -5.657 0.379
H -1.750 -2.430 0.910
H -1.294 -0.260 -2.419
H 1.912 -1.850 2.050
H 0.826 -1.315 4.223
H -1.214 0.072 4.257
H -2.189 0.890 2.146
H -2.325 0.630 -0.318
H 0.430 1.994 0.799
H 0.559 4.409 -0.184
H 1.013 3.500 -1.635
H 3.049 4.170 -0.381
C 3.683 2.558 1.910
C 3.539 1.040 1.898
H 3.361 0.654 0.898
H 4.447 0.580 2.281
H 2.705 0.745 2.530
H 4.558 2.855 1.312
H 3.861 2.877 2.940
H 1.144 4.749 1.832
H 2.054 4.150 3.214

The relative energy (zero: lowest compared OMol25 entry of this formula, charge and spin) comes out at 0.0 kcal/mol. Its electronic energy is -37538.6722 eV. As for the SMILES: CCN(CC)CCNC(=O)[C@@H]1c2ccccc2C(=O)N(C)[C@H]1c1cn(C)c2ccccc12. For the HOMO-LUMO gap, the calculation gives 8.432 eV. For the strongest force on any atom, the calculation gives 0.6 eV Å⁻¹. For the LUMO energy, the calculation gives 0.59 eV.